{"formula": "C34H76NO13P2", "method": "ωB97M-V/def2-TZVPD", "mol_weight_da": 768.92, "total_charge": -1, "spin_multiplicity": 1, "homo_lumo_gap_ev": 6.76, "homo_ev": -4.69, "species": ["C", "C", "P", "O", "C", "C", "N", "C", "C", "C", "O", "O", "C", "C", "C", "C", "C", "C", "C", "C", "C", "C", "C", "C", "O", "C", "C", "O", "P", "C", "O", "O", "H", "H", "H", "H", "H", "H", "H", "H", "H", "H", "H", "H", "H", "H", "H", "H", "H", "H", "H", "H", "H", "H", "H", "H", "H", "H", "H", "H", "H", "H", "H", "H", "H", "H", "H", "H", "H", "H", "H", "H", "C", "C", "O", "H", "H", "H", "H", "H", "H", "C", "C", "O", "H", "H", "H", "H", "H", "H", "C", "C", "O", "H", "H", "H", "H", "H", "H", "C", "C", "O", "H", "H", "H", "H", "H", "H", "C", "C", "O", "H", "H", "H", "H", "H", "H", "C", "C", "O", "H", "H", "H", "H", "H", "H"], "coordinates": [[0.80038, 3.11344, 2.84095], [1.42468, 2.09120, 1.72275], [1.35624, 2.82930, -0.07974], [1.39691, 3.62073, -1.61080], [1.85965, 2.81495, -2.72938], [3.41447, 2.24588, -2.60273], [3.55071, 1.22610, -3.75345], [4.90130, 1.33087, -4.42536], [5.99854, 0.26633, -3.78263], [7.41987, 1.06121, -3.58133], [5.50060, -0.40988, -2.55441], [1.12801, 1.17507, -0.63655], [-0.34066, 0.94031, -0.83838], [-0.73936, -0.13249, -2.04371], [-0.17616, -1.60647, -1.48784], [1.33164, -2.07891, -1.93835], [1.85485, -3.53239, -1.30564], [0.89299, -4.39595, -0.27818], [-0.63734, -3.86758, 0.11363], [-1.18334, -2.43443, -0.49478], [-1.30296, 2.23896, -0.57114], [-2.49131, 1.59108, 0.37200], [-2.17004, 1.57785, 1.97660], [-3.35545, 0.62980, 2.67967], [-3.33187, 0.69579, 4.14934], [-2.25993, -0.12587, 4.73238], [-1.24060, 0.64277, 5.81276], [-2.04635, -1.42698, 4.52197], [-2.38130, 2.91171, -2.04836], [-1.31686, 3.84824, -3.32315], [-3.49800, 4.14969, -1.43326], [-0.37233, 3.23098, 0.01812], [1.50939, 4.05798, 2.95947], [-0.27121, 3.51927, 2.60877], [0.74161, 2.53769, 3.87699], [2.57191, 1.94282, 2.01911], [0.96481, 1.00244, 1.73880], [2.81902, 2.75698, 0.06289], [1.50444, 4.08559, 0.62054], [1.09440, 1.97575, -3.09869], [1.91094, 3.56113, -3.66360], [3.57922, 1.59463, -1.61578], [4.22549, 3.09091, -2.65201], [2.75646, 1.33160, -4.42956], [4.74042, 0.96643, -5.55060], [5.28412, 2.43510, -4.47805], [6.22017, -0.61481, -4.55568], [7.31776, 2.23058, -3.71901], [7.82028, 0.89047, -2.49217], [8.15889, 0.69771, -4.42464], [5.44298, 0.33218, -1.86024], [-0.56131, 0.26365, 0.12037], [-0.17728, 0.15682, -3.05540], [-1.88033, -0.14874, -2.30184], [2.02286, -1.43207, -2.65522], [2.92849, -3.93407, -1.55071], [1.26413, -5.41873, 0.20790], [-1.34679, -4.45731, 0.84395], [-2.24774, -1.96300, -0.25543], [-2.73081, 0.46288, 0.06373], [-3.53564, 2.15607, 0.24732], [-1.15709, 1.02094, 2.23020], [-2.26760, 2.63123, 2.49516], [-3.10684, -0.48485, 2.33171], [-4.39961, 0.88212, 2.20792], [-1.15600, 1.75551, 5.41554], [-0.16959, 0.16786, 5.84708], [-1.77943, 0.64344, 6.87365], [-0.61923, 3.16194, -3.97418], [-2.03717, 4.44716, -4.04962], [-0.71579, 4.68958, -2.72620], [-3.15253, 4.43826, -0.52041], [4.54652, 6.94753, -3.11297], [5.94657, 6.37055, -3.15017], [5.91623, 5.05859, -3.69273], [3.88634, 6.31658, -2.50884], [4.55199, 7.95721, -2.69296], [4.11672, 6.98638, -4.11922], [6.36390, 6.31294, -2.14057], [6.60963, 6.98874, -3.76309], [5.55188, 5.12180, -4.59233], [-3.27309, -1.64168, 10.37144], [-2.66058, -1.39427, 9.00834], [-1.84788, -0.23037, 9.04580], [-3.87698, -0.78325, 10.68339], [-3.90636, -2.53314, 10.35830], [-2.49310, -1.77419, 11.12830], [-3.44289, -1.24048, 8.25925], [-2.04457, -2.24272, 8.69504], [-1.15141, -0.38041, 9.70795], [6.33878, -4.13329, -2.48426], [6.58489, -5.43544, -1.75062], [6.10221, -6.52555, -2.52213], [5.27004, -3.99829, -2.68042], [6.70117, -3.28245, -1.90062], [6.84318, -4.13489, -3.45605], [6.06128, -5.43863, -0.79009], [7.65257, -5.58406, -1.56232], [6.57939, -6.51882, -3.36964], [-4.87443, -4.62560, 4.14923], [-3.61148, -5.35225, 3.73529], [-2.63689, -4.41826, 3.29440], [-5.27599, -4.04486, 3.31233], [-5.63758, -5.33203, 4.48753], [-4.66639, -3.91712, 4.95767], [-3.81923, -6.04288, 2.91270], [-3.19654, -5.92486, 4.57041], [-2.45328, -3.81476, 4.03473], [-7.51931, 2.70729, -3.33636], [-6.25636, 1.98064, -3.75029], [-5.28177, 2.91463, -4.19119], [-7.92087, 3.28803, -4.17325], [-8.28246, 2.00086, -2.99806], [-7.31127, 3.41577, -2.52792], [-6.46411, 1.29001, -4.57289], [-5.84142, 1.40803, -2.91517], [-5.09816, 3.51813, -3.45086], [-5.22401, -5.20786, -0.73996], [-4.14473, -6.16870, -1.19420], [-2.94948, -5.93615, -0.46355], [-4.90210, -4.17136, -0.88472], [-6.15087, -5.37108, -1.29690], [-5.42810, -5.33163, 0.32860], [-3.92826, -6.02667, -2.25710], [-4.45377, -7.20715, -1.04056], [-3.15034, -6.07300, 0.47822]], "atomic_forces_ev_per_a": [[0.23, -0.33, 0.64], [0.03, -0.47, 1.60], [1.61, 0.78, 3.55], [0.79, -2.16, -1.89], [0.82, 1.16, -1.17], [-0.97, -1.61, 0.37], [0.91, 1.71, -0.20], [-0.92, -1.15, -1.46], [0.50, 0.24, -0.48], [-0.04, 0.26, -0.09], [1.07, 2.85, -0.44], [-3.32, 1.35, -2.08], [0.02, -2.40, 1.74], [1.66, -0.33, -0.01], [0.58, -1.63, 0.25], [-2.66, -2.99, 3.12], [-3.73, 1.49, 1.20], [-1.54, 3.25, -1.40], [2.14, 2.73, -2.36], [4.50, -1.75, -1.11], [1.35, 0.25, 0.59], [-0.98, 0.22, 1.19], [-1.14, -0.96, 0.75], [1.12, -1.16, -2.54], [2.74, -1.95, 0.20], [1.64, -4.57, 0.06], [-1.45, 0.92, -0.84], [-1.96, 7.71, 0.63], [-0.59, -0.53, -0.94], [0.45, 2.17, 0.27], [2.66, -0.63, 1.72], [-2.56, -2.53, -0.70], [-1.44, -2.03, -0.18], [2.10, -0.87, 0.16], [0.17, 1.33, -1.82], [-2.35, 0.29, -0.64], [0.65, 2.14, 0.36], [-0.50, -0.53, -1.31], [-0.24, 0.30, -0.80], [1.78, 1.42, 1.24], [-0.10, -1.37, 1.85], [-0.55, 1.78, -2.00], [-1.67, -1.38, -0.03], [1.31, 0.15, 0.76], [0.42, 0.86, 2.26], [-0.41, -2.00, 0.36], [-0.79, 1.88, 1.80], [-0.02, -2.37, 0.30], [-0.51, 0.08, -2.23], [-1.20, 0.65, 1.99], [-0.10, -1.68, -1.47], [0.19, 1.44, -1.87], [-1.11, -0.71, 2.21], [2.11, 0.00, 0.86], [-1.71, -1.44, 1.80], [-2.36, 0.88, 0.52], [-0.84, 2.55, -1.30], [1.83, 1.28, -1.65], [2.56, -1.29, -0.50], [0.76, 2.44, 0.37], [2.23, -1.03, 0.18], [-1.92, 1.57, -0.60], [0.53, -2.06, -1.29], [-0.65, 2.27, 0.91], [1.82, -0.24, 1.58], [-0.14, -2.29, 0.97], [-2.45, 0.61, -0.18], [1.35, -0.06, -2.31], [-1.41, 1.28, 1.58], [1.25, -1.50, 1.48], [-0.82, -1.96, -1.49], [-0.67, -0.33, -1.99], [-0.18, 0.07, 0.18], [-0.31, 0.07, -0.21], [0.12, -0.29, -0.36], [0.13, 0.09, -0.02], [-0.06, -0.04, -0.06], [0.08, 0.10, 0.03], [-0.01, -0.18, -0.19], [0.06, 0.17, 0.12], [0.14, -0.06, 0.51], [-0.22, -0.04, 0.12], [0.13, -0.08, 0.28], [0.32, 0.18, 0.18], [0.03, -0.12, -0.12], [0.05, 0.05, 0.08], [-0.04, -0.11, -0.07], [0.22, 0.12, 0.03], [-0.17, -0.12, -0.07], [-0.35, 0.12, -0.40], [-0.06, 0.21, 0.13], [0.05, 0.22, -0.36], [0.08, -0.43, -0.30], [0.16, 0.02, 0.12], [-0.08, 0.01, -0.15], [0.08, 0.03, 0.09], [0.01, -0.17, -0.18], [0.05, 0.13, 0.17], [-0.31, 0.02, 0.48], [-0.29, -0.01, 0.00], [0.16, 0.55, 0.19], [0.09, -0.12, 0.07], [0.07, -0.13, 0.07], [-0.01, 0.07, 0.03], [0.00, -0.13, -0.02], [0.14, 0.08, 0.01], [-0.16, -0.22, 0.02], [0.01, 0.01, -0.49], [-0.27, 0.01, 0.01], [0.18, 0.40, 0.21], [-0.02, 0.20, -0.06], [0.05, -0.14, 0.05], [-0.01, 0.08, 0.03], [0.00, -0.15, 0.02], [0.17, 0.15, 0.01], [-0.11, -0.15, 0.02], [0.10, -0.35, -0.25], [-0.19, 0.18, -0.09], [-0.01, 0.12, 0.38], [0.05, -0.21, 0.21], [-0.01, -0.17, -0.06], [0.00, 0.04, 0.09], [-0.06, -0.07, -0.07], [0.17, -0.01, 0.20], [-0.18, -0.06, -0.17], [0.14, 0.12, -0.46]], "mulliken_charge": [-0.602, -0.419, 0.037, -0.415, 0.068, 0.040, -0.165, -0.565, 0.347, -0.931, -0.484, -0.246, -0.434, -0.389, 0.165, -0.317, -0.232, -0.661, 0.028, -0.017, 0.846, -0.852, 0.592, -0.578, -0.371, 0.532, -0.594, -0.566, 0.585, -0.771, -0.615, -0.376, 0.381, 0.051, 0.112, 0.399, 0.009, -0.062, -0.155, -0.467, 0.263, 0.060, 0.105, 0.283, 0.277, 0.090, 0.291, 0.147, 0.284, 0.258, 0.279, -0.192, 0.259, 0.328, 0.210, 0.138, 0.213, 0.058, 0.135, -0.062, 0.441, -0.198, 0.149, 0.278, 0.307, 0.211, 0.281, 0.135, 0.189, 0.376, 0.161, 0.325, -0.892, -0.336, -0.432, 0.135, 0.358, 0.334, 0.282, 0.276, 0.260, -1.136, -0.074, -0.507, 0.294, 0.328, 0.335, 0.254, 0.257, 0.276, -0.864, -0.389, -0.519, 0.256, 0.251, 0.372, 0.296, 0.316, 0.294, -1.095, -0.157, -0.394, 0.252, 0.346, 0.344, 0.238, 0.264, 0.246, -1.022, -0.126, -0.506, 0.246, 0.338, 0.314, 0.299, 0.169, 0.262, -0.874, -0.294, -0.416, 0.176, 0.355, 0.249, 0.295, 0.265, 0.216]}